C25H29N3O3 in the gas phase. Source: the OMol25 dataset; level of theory: ωB97M-V/def2-TZVPD.

The geometry in XYZ format:
```
60
Properties=species:S:1:pos:R:3:mulliken_charge:R:1
C 4.12 -1.80 -0.28 0.708
H -6.42 -3.67 -1.38 0.339
N -0.06 3.13 0.38 -0.052
C -5.16 -1.46 -0.15 -0.298
H -6.22 -1.59 -0.30 0.379
C 2.19 -2.63 0.89 -0.685
H 1.45 -0.36 -0.77 0.218
C -1.40 3.13 0.96 -0.103
C 2.13 -0.27 0.08 0.349
H 1.57 3.38 -1.76 0.457
H 5.66 -0.35 -0.29 0.429
H 0.88 1.88 1.82 0.135
H 4.60 1.31 -1.70 0.347
H 2.27 -4.66 1.56 0.410
H 0.86 3.61 2.18 0.440
C 3.12 0.88 -0.19 -0.483
O -4.68 -3.85 -0.26 -0.454
C -2.93 -2.33 0.07 -0.959
C -4.30 -2.55 -0.12 0.944
C 4.06 -4.08 0.53 -0.608
H -6.65 -3.81 0.38 0.340
C -3.31 0.03 0.18 -0.040
O -1.41 0.96 2.11 -0.588
C -3.18 2.41 -0.50 0.509
O -3.95 2.33 -1.41 -0.602
H -2.28 -3.18 0.09 0.458
N -2.80 1.35 0.32 0.505
H -2.03 4.21 -0.84 0.367
H 2.44 4.09 0.39 0.417
H -6.10 -5.22 -0.56 0.246
H 1.54 -0.07 0.97 0.125
H 3.78 0.97 0.69 0.385
H 3.36 0.16 -2.22 0.334
H 5.39 -1.12 -1.84 0.503
C -2.44 -1.05 0.21 0.154
H 4.54 -5.04 0.65 0.382
H -0.06 1.17 -0.43 -0.237
C 0.09 2.21 -0.74 0.366
H 1.61 1.66 -2.18 0.430
C -1.85 1.70 1.26 -0.057
C 4.71 -3.05 -0.12 -0.607
C 0.97 2.88 1.38 -0.361
C -2.45 3.65 -0.01 -1.218
C 2.35 3.05 0.74 -1.179
N 2.57 2.20 -0.41 0.271
C 1.49 2.37 -1.35 -1.461
C 3.99 0.46 -1.38 -1.231
C 4.89 -0.71 -0.97 -1.320
H -0.65 2.45 -1.50 0.476
H -1.35 3.71 1.89 0.821
C -4.67 -0.17 0.00 -1.023
H 3.13 2.87 1.48 0.507
H -1.38 -0.90 0.35 0.360
H -3.18 4.29 0.50 0.362
C -6.04 -4.14 -0.46 -0.855
C 2.79 -3.86 1.04 -0.708
H -5.34 0.67 -0.03 0.374
C 2.84 -1.59 0.24 0.414
H 5.71 -3.21 -0.52 0.411
H 1.20 -2.46 1.30 0.457
```

spin multiplicity = 1
energy above the lowest of the compared OMol25 structures with the same formula, charge and spin = 2.341 eV
LUMO = 0.028 Eh
SMILES = COc1ccc(N2C(=O)C[C@H](N3CCN([C@@H]4CCc5ccccc5C4)CC3)C2=O)cc1
HOMO energy = -8.1225 eV
gap between HOMO and LUMO = 8.890 eV
E = -1360.06842 a.u.
charge = 0